The following is a DFT calculation (ωB97M-V/def2-TZVPD) of a cluster of 11 separate species, C51H128N11O19 in total at a distorted geometry.

Geometry as ORCA input:
```
! wB97M-V def2-TZVPD RIJCOSX def2/J DEFGRID3
* xyz 3 1
C 19.44 20.53 18.39
C 18.70 19.18 18.45
N 18.89 18.40 19.71
C 20.32 18.32 20.10
C 18.17 19.10 20.81
C 16.81 19.69 20.51
C 18.40 16.97 19.49
C 17.62 16.34 20.63
O 18.51 16.21 21.75
C 17.99 15.34 22.73
H 19.25 21.13 17.49
H 20.53 20.47 18.52
H 19.06 21.16 19.12
H 19.14 18.43 17.72
H 17.64 19.27 18.26
H 20.94 17.89 19.32
H 20.28 17.73 21.00
H 20.62 19.28 20.45
H 18.85 19.86 21.21
H 18.15 18.41 21.63
H 16.27 19.72 21.46
H 16.23 18.87 20.06
H 16.70 20.66 20.12
H 19.26 16.38 19.27
H 17.74 16.90 18.61
H 17.29 15.28 20.34
H 16.69 16.86 20.95
H 17.14 15.79 23.29
H 18.75 15.19 23.50
H 17.66 14.39 22.28
C 12.63 18.29 14.28
C 11.72 17.64 15.34
N 12.52 17.33 16.56
C 13.70 16.47 16.21
C 13.01 18.56 17.28
C 13.68 18.19 18.60
C 11.70 16.37 17.34
C 10.41 16.95 17.98
O 10.68 17.60 19.18
C 9.50 18.07 19.88
H 12.62 19.37 14.26
H 12.28 18.00 13.30
H 13.64 17.93 14.51
H 11.44 16.77 14.83
H 10.85 18.27 15.63
H 14.57 16.98 15.80
H 13.27 15.77 15.50
H 14.11 15.91 17.09
H 12.11 19.07 17.56
H 13.60 19.15 16.59
H 13.12 17.55 19.22
H 13.83 19.14 19.16
H 14.73 17.78 18.40
H 12.23 15.91 18.19
H 11.43 15.58 16.66
H 9.79 16.06 18.08
H 9.98 17.70 17.30
H 8.82 17.30 20.29
H 8.86 18.75 19.19
H 9.95 18.62 20.70
C 24.83 8.78 13.28
C 23.44 8.69 12.76
N 22.48 7.88 13.70
C 22.72 8.40 15.14
C 21.01 8.16 13.44
C 20.47 9.59 13.78
C 22.68 6.41 13.55
C 22.02 5.72 12.39
O 22.49 6.27 11.19
C 22.19 5.50 10.03
H 25.36 7.77 13.42
H 24.86 9.24 14.26
H 25.50 9.41 12.66
H 23.47 8.04 11.86
H 23.07 9.68 12.53
H 22.81 9.50 15.12
H 23.71 7.98 15.39
H 21.88 8.05 15.73
H 20.49 7.33 14.01
H 20.88 7.95 12.33
H 21.05 10.40 13.28
H 20.56 9.79 14.82
H 19.42 9.61 13.52
H 22.27 6.00 14.45
H 23.78 6.21 13.65
H 20.97 5.61 12.43
H 22.39 4.68 12.47
H 22.71 6.00 9.17
H 21.07 5.48 9.87
H 22.53 4.46 10.07
C 28.27 10.67 20.24
C 27.24 9.58 20.05
N 25.84 10.02 19.94
C 24.89 8.87 19.87
C 25.48 10.71 21.26
C 24.06 11.15 21.51
C 25.68 11.03 18.83
C 25.84 10.53 17.37
O 27.20 10.15 17.16
C 27.59 9.81 15.86
H 28.11 11.26 21.16
H 28.54 11.32 19.36
H 29.14 10.04 20.31
H 27.32 8.91 20.93
H 27.44 9.01 19.13
H 25.30 8.10 19.22
H 23.94 9.25 19.46
H 24.75 8.44 20.89
H 26.16 11.48 21.48
H 25.65 9.80 21.87
H 23.67 11.78 20.71
H 24.10 11.71 22.47
H 23.30 10.32 21.61
H 26.41 11.88 18.96
H 24.65 11.31 18.96
H 25.62 11.25 16.57
H 25.22 9.64 17.06
H 28.64 9.45 15.90
H 27.50 10.65 15.17
H 26.84 9.13 15.49
C 18.68 12.48 19.04
C 19.91 13.33 18.73
N 20.22 13.36 17.26
C 20.39 11.98 16.68
C 19.03 14.16 16.65
C 18.88 14.08 15.14
C 21.50 14.17 17.12
C 22.75 13.54 17.60
O 22.83 13.32 19.00
C 23.10 14.50 19.75
H 18.86 11.43 18.68
H 17.77 12.86 18.58
H 18.53 12.55 20.08
H 20.74 12.90 19.28
H 19.88 14.39 19.03
H 19.41 11.59 16.53
H 21.03 11.47 17.41
H 20.95 12.11 15.77
H 19.12 15.24 16.83
H 18.12 13.70 17.09
H 18.32 14.96 14.84
H 18.45 13.15 14.71
H 19.81 14.39 14.59
H 21.21 15.21 17.44
H 21.70 14.20 16.03
H 23.57 14.15 17.27
H 22.89 12.53 17.23
H 23.11 14.27 20.82
H 22.21 15.19 19.65
H 23.98 14.96 19.37
C 13.53 10.67 21.24
C 15.00 10.63 21.17
N 15.77 9.93 22.32
C 15.29 10.61 23.63
C 15.32 8.42 22.54
C 15.73 7.53 21.43
C 17.26 10.12 22.10
C 18.24 9.72 23.17
O 18.43 8.31 23.23
C 19.24 7.74 22.15
H 13.24 11.20 20.37
H 13.17 11.17 22.12
H 13.09 9.74 21.30
H 15.45 11.68 21.11
H 15.44 10.08 20.35
H 15.38 11.70 23.63
H 15.81 10.26 24.51
H 14.22 10.33 23.67
H 14.29 8.49 22.84
H 15.96 8.18 23.37
H 16.78 7.65 21.31
H 15.20 7.80 20.54
H 15.53 6.45 21.65
H 17.21 11.18 21.94
H 17.49 9.66 21.12
H 18.09 10.11 24.14
H 19.17 10.21 22.89
H 20.15 8.32 22.11
H 18.72 7.79 21.19
H 19.36 6.71 22.43
C 23.16 17.93 13.25
C 24.44 17.17 13.38
O 25.43 17.51 13.91
N 24.49 15.64 12.97
H 24.31 15.06 13.82
H 23.70 15.41 12.50
C 25.83 15.21 12.40
H 22.24 17.37 13.34
H 23.18 18.49 12.30
H 23.37 18.56 14.10
H 25.82 14.10 12.40
H 26.53 15.59 13.09
H 25.92 15.62 11.41
N 21.42 9.51 18.75
O 22.46 9.54 18.06
O 20.49 8.81 18.41
O 21.31 10.21 19.79
N 20.23 17.25 15.65
O 19.05 17.63 15.52
O 20.69 17.06 16.89
O 20.98 16.99 14.68
N 23.60 12.84 14.26
O 23.61 11.68 14.57
O 22.68 13.39 13.61
O 24.56 13.54 14.55
N 15.29 14.40 19.07
O 15.82 13.83 20.05
O 14.07 14.37 18.94
O 15.95 15.01 18.20
*
```

Properties
energy relative to the best compared isomer or geometry (same formula, charge and spin) = 0.0000 eV
HOMO = -13.618 eV